Entry 1:
{
  "formula": "C20H65BNO15P",
  "method": "wB97M-V/def2-TZVPD",
  "smiles": "CCOCC[C@H](OC(=O)B(N)O)P(C)CC.CO.CO.CO.CO.CO.CO.CO.CO.CO.CO.CO",
  "symbols": ["C", "C", "O", "C", "C", "C", "O", "C", "O", "B", "N", "O", "P", "C", "C", "C", "H", "H", "H", "H", "H", "H", "H", "H", "H", "H", "H", "H", "H", "H", "H", "H", "H", "H", "H", "H", "H", "C", "O", "H", "H", "H", "H", "C", "O", "H", "H", "H", "H", "C", "O", "H", "H", "H", "H", "C", "O", "H", "H", "H", "H", "C", "O", "H", "H", "H", "H", "C", "O", "H", "H", "H", "H", "C", "O", "H", "H", "H", "H", "C", "O", "H", "H", "H", "H", "C", "O", "H", "H", "H", "H", "C", "O", "H", "H", "H", "H", "C", "O", "H", "H", "H", "H"],
  "xyz": [[-0.4767, 3.3595, 1.6829], [-1.9155, 2.9452, 0.9496], [-1.7888, 3.0517, -0.5172], [-1.8923, 1.7419, -1.1788], [-0.5260, 0.8449, -0.8245], [0.1154, 0.0910, -2.1303], [-0.2802, -1.3125, -2.3068], [-1.6453, -1.5830, -1.8342], [-2.6991, -1.0855, -2.4875], [-1.8796, -2.5402, -0.4774], [-3.2859, -2.8620, 0.0751], [-0.6157, -3.0156, 0.1772], [2.0430, 0.1228, -1.8558], [2.9025, 1.1385, -3.2602], [2.7984, -1.6227, -2.0006], [3.7109, -1.9781, -0.6466], [0.0602, 4.2202, 1.0740], [-0.6820, 3.6922, 2.8017], [0.2355, 2.4164, 1.7457], [-2.1659, 1.8649, 1.3386], [-2.7233, 3.7004, 1.3693], [-2.8011, 1.1734, -0.6529], [-2.1178, 1.7821, -2.3273], [-0.6819, 0.1582, 0.1189], [0.2771, 1.6617, -0.4874], [-0.0482, 0.7519, -3.1105], [-3.9736, -2.4534, -0.6265], [-3.3827, -2.1991, 0.9024], [-0.1570, -2.1380, 0.4218], [2.9574, 0.5330, -4.2872], [4.0408, 1.2379, -2.9150], [2.4615, 2.2190, -3.3944], [3.4688, -1.6487, -2.9764], [2.0322, -2.5005, -2.1022], [4.7608, -1.4361, -0.6684], [3.8892, -3.1522, -0.6742], [3.0780, -1.7424, 0.3161], [-1.4252, -6.4689, -0.8012], [-0.3879, -5.8836, -1.5666], [-1.7089, -7.4207, -1.2563], [-1.0720, -6.6456, 0.2178], [-2.2904, -5.8016, -0.7878], [-0.1574, -5.0413, -1.1389], [-6.8495, -3.9541, 0.5323], [-6.2725, -3.6858, 1.7969], [-7.9298, -3.8040, 0.5957], [-6.4320, -3.2713, -0.2119], [-6.6436, -4.9891, 0.2490], [-5.3144, -3.8271, 1.7098], [5.4207, -4.6737, -3.4560], [4.2364, -4.7762, -2.6871], [6.1740, -4.1336, -2.8778], [5.7922, -5.6745, -3.6896], [5.2111, -4.1266, -4.3783], [3.5869, -5.2596, -3.2255], [2.7781, 4.7088, 3.6339], [1.8736, 3.6450, 3.8671], [2.2692, 5.4891, 3.0632], [3.1134, 5.1192, 4.5896], [3.6340, 4.3418, 3.0624], [2.3529, 2.9683, 4.3749], [5.8555, -0.5276, -5.0960], [5.7026, -0.0974, -3.7559], [4.8679, -0.6250, -5.5527], [6.4405, 0.2095, -5.6517], [6.3598, -1.4968, -5.1132], [6.5947, -0.0199, -3.3770], [-0.9336, 5.1636, 6.2292], [0.3830, 5.3775, 5.7549], [-1.1887, 5.9547, 6.9381], [-1.6330, 5.1898, 5.3899], [-0.9877, 4.1951, 6.7323], [0.5812, 4.6607, 5.1285], [6.0781, -0.2879, 2.0633], [5.1736, -1.3517, 2.2965], [5.5692, 0.4924, 1.4926], [6.4134, 0.1225, 3.0190], [6.9340, -0.6549, 1.4917], [5.6529, -2.0284, 2.8043], [-3.3172, 2.1781, 4.7198], [-2.0602, 1.7819, 4.2028], [-3.5426, 3.1884, 4.3704], [-4.0903, 1.4915, 4.3661], [-3.2813, 2.1721, 5.8119], [-1.8873, 0.8825, 4.5294], [-3.8335, -8.2198, -3.4255], [-4.6362, -9.0762, -2.6339], [-4.2814, -8.1302, -4.4179], [-3.7837, -7.2324, -2.9599], [-2.8299, -8.6420, -3.5178], [-4.2142, -9.1365, -1.7600], [-1.4219, 6.0865, -3.1713], [-2.3264, 5.0227, -2.9381], [-1.9308, 6.8669, -3.7420], [-1.0866, 6.4969, -2.2156], [-0.5660, 5.7195, -3.7429], [-1.8471, 4.3460, -2.4303], [-3.3922, 6.0664, 2.5857], [-3.6545, 6.5822, 3.8778], [-4.1757, 5.3519, 2.3227], [-3.3886, 6.8835, 1.8601], [-2.4243, 5.5594, 2.5845], [-2.9435, 7.2127, 4.0836]],
  "forces_ev_per_a": [[-0.254, -0.372, 0.006], [1.106, 0.583, 1.653], [-0.505, -1.687, 0.428], [-0.487, -1.825, 1.633], [0.299, 1.474, -0.621], [0.491, 1.221, -0.566], [-3.086, 0.493, 1.726], [-3.774, 2.527, -4.167], [6.194, -2.698, 3.875], [0.790, -1.080, 1.268], [1.775, 2.843, -1.365], [-2.683, 3.185, -0.451], [0.749, 0.226, 0.306], [0.979, -0.358, -0.854], [0.888, -1.290, -0.376], [-0.420, -0.708, -0.731], [-1.176, -1.775, 1.309], [0.419, -0.648, -2.447], [-1.413, 2.057, -0.218], [0.245, 2.039, -1.072], [1.477, -1.638, -1.308], [1.714, 1.156, -1.419], [0.665, 0.417, 2.282], [0.297, 1.088, -1.923], [-1.698, -1.881, -0.783], [-0.208, -1.497, 2.045], [1.041, -0.700, 0.990], [0.115, -1.403, -0.853], [-0.363, -2.078, -0.797], [-0.317, 1.508, 2.050], [-2.662, -0.193, -0.671], [0.704, -2.242, 0.252], [-1.239, -0.015, 2.054], [1.148, 1.907, 0.114], [-2.353, -0.970, 0.232], [-0.223, 2.535, 0.059], [1.529, -0.233, -1.873], [0.121, 0.227, 0.103], [0.234, 0.393, -0.074], [0.122, 0.148, -0.014], [-0.243, -0.110, 0.079], [-0.199, -0.169, 0.173], [-0.005, -0.384, -0.191], [0.207, -0.063, -0.004], [0.483, 0.068, 0.271], [0.198, 0.007, 0.081], [-0.173, -0.089, -0.225], [-0.145, 0.025, -0.239], [-0.491, 0.043, 0.055], [-0.169, -0.108, -0.087], [-0.448, -0.223, -0.079], [-0.187, -0.067, -0.008], [0.236, 0.093, -0.125], [0.255, 0.020, -0.104], [0.279, 0.283, 0.413], [0.328, 0.088, 0.064], [-0.147, -0.563, 0.357], [-0.007, -0.195, 0.114], [0.090, 0.202, -0.133], [0.068, 0.203, -0.037], [-0.361, 0.310, -0.286], [0.215, 0.006, 0.004], [0.480, 0.056, 0.468], [0.113, 0.045, 0.156], [-0.046, -0.134, -0.238], [-0.032, -0.039, -0.264], [-0.544, -0.039, -0.134], [0.142, -0.084, -0.174], [0.206, -0.077, -0.182], [0.088, -0.088, -0.106], [-0.272, -0.047, 0.160], [-0.275, 0.004, 0.083], [0.142, 0.216, 0.129], [0.069, -0.144, 0.103], [0.015, -0.467, 0.309], [-0.016, -0.190, 0.079], [0.159, 0.212, -0.110], [0.130, 0.245, -0.036], [-0.370, 0.340, -0.310], [-0.095, -0.141, 0.111], [0.434, -0.502, -0.061], [0.120, -0.134, 0.023], [-0.207, 0.146, 0.113], [-0.250, 0.118, 0.016], [-0.004, 0.545, -0.208], [0.109, 0.022, 0.163], [-0.027, -0.221, 0.534], [0.005, -0.079, 0.203], [0.150, 0.118, -0.220], [0.098, 0.202, -0.184], [-0.331, -0.030, -0.496], [-0.007, -0.256, 0.127], [0.059, -0.366, 0.057], [0.014, -0.166, 0.085], [0.159, 0.205, -0.091], [0.148, 0.261, -0.042], [-0.412, 0.327, -0.004], [0.175, 0.184, 0.031], [0.201, 0.319, 0.405], [0.052, 0.144, 0.120], [0.027, -0.197, -0.231], [0.013, -0.070, -0.250], [-0.449, -0.351, -0.029]],
  "lowdin_charge": [-0.105, -0.219, -0.239, -0.177, -0.160, -0.435, -0.141, -0.174, 0.015, -0.327, 0.113, 0.015, 0.951, -0.331, -0.419, -0.183, 0.094, 0.065, 0.078, 0.117, 0.107, 0.129, 0.140, 0.120, 0.097, 0.142, 0.081, 0.101, 0.116, 0.050, 0.043, 0.047, 0.073, 0.078, 0.073, 0.070, 0.064, -0.161, -0.126, 0.067, 0.083, 0.068, 0.056, -0.169, -0.139, 0.081, 0.063, 0.077, 0.058, -0.163, -0.142, 0.080, 0.075, 0.070, 0.089, -0.149, -0.154, 0.087, 0.081, 0.078, 0.100, -0.156, -0.166, 0.075, 0.079, 0.072, 0.091, -0.156, -0.138, 0.081, 0.059, 0.076, 0.037, -0.173, -0.144, 0.079, 0.073, 0.074, 0.085, -0.153, -0.145, 0.074, 0.078, 0.078, 0.086, -0.174, -0.130, 0.081, 0.068, 0.076, 0.077, -0.168, -0.135, 0.078, 0.074, 0.073, 0.045, -0.171, -0.136, 0.079, 0.083, 0.055, 0.084]
}

***

Entry 2:
{
  "formula": "C20H67N19O12",
  "method": "wB97M-V/def2-TZVPD",
  "smiles": "COC[C@H](C)N.COC[C@H](C)N.COC[C@H](C)N.NC(N)=O.NC(N)=O.NC(N)=O.NC(N)=O.NC(N)=O.NC(N)=O.NC(N)=O.NC(N)=O.O",
  "symbols": ["C", "O", "C", "C", "C", "N", "H", "H", "H", "H", "H", "H", "H", "H", "H", "H", "H", "C", "O", "C", "C", "C", "N", "H", "H", "H", "H", "H", "H", "H", "H", "H", "H", "H", "C", "O", "C", "C", "C", "N", "H", "H", "H", "H", "H", "H", "H", "H", "H", "H", "H", "N", "C", "N", "O", "H", "H", "H", "H", "N", "C", "N", "O", "H", "H", "H", "H", "N", "C", "N", "O", "H", "H", "H", "H", "N", "C", "N", "O", "H", "H", "H", "H", "N", "C", "N", "O", "H", "H", "H", "H", "N", "C", "N", "O", "H", "H", "H", "H", "N", "C", "N", "O", "H", "H", "H", "H", "N", "C", "N", "O", "H", "H", "H", "H", "O", "H", "H"],
  "xyz": [[-0.6783, 1.9839, -5.3727], [0.0201, 2.8660, -4.5613], [-0.3730, 3.0476, -3.1920], [-1.6798, 3.9958, -3.0730], [-1.4844, 5.5270, -3.2278], [-2.3624, 3.8968, -1.8212], [-1.7321, 2.2578, -5.3220], [-0.5157, 1.0080, -4.9153], [-0.4368, 2.0830, -6.4310], [-0.4260, 2.0491, -2.7580], [0.3889, 3.3916, -2.4925], [-2.3093, 3.7397, -3.9253], [-1.5955, 5.6438, -4.3058], [-0.4657, 5.8317, -2.9880], [-2.2998, 6.1121, -2.8026], [-2.8056, 3.0187, -1.5919], [-3.1301, 4.5519, -1.8616], [7.3292, 2.3679, 3.3341], [6.4952, 1.7364, 2.3519], [5.9453, 0.5627, 2.9270], [5.0096, -0.0854, 1.8725], [3.8724, 0.7751, 1.7227], [4.5743, -1.3866, 2.2375], [7.3517, 2.1592, 4.4037], [7.1288, 3.4374, 3.2701], [8.4065, 2.3089, 3.1790], [6.7963, -0.1016, 3.0771], [5.4071, 0.8170, 3.8401], [5.4835, 0.0058, 0.8951], [3.3179, 0.9667, 2.6414], [3.0571, 0.2658, 1.2089], [4.1467, 1.6177, 1.0879], [4.1835, -1.9103, 1.4674], [3.8051, -1.4051, 2.8918], [-0.2474, -9.7762, -2.2722], [-0.0227, -8.3215, -2.3019], [-0.9128, -7.5249, -1.5831], [-0.3209, -6.1455, -1.1630], [-1.0718, -5.0422, -0.3484], [-0.0150, -5.3616, -2.3592], [0.0070, -10.2888, -1.3445], [0.3377, -10.2057, -3.0853], [-1.2323, -10.2139, -2.4347], [-1.9205, -7.5336, -1.9985], [-1.0557, -8.1101, -0.6747], [0.6458, -6.2205, -0.6651], [-0.5584, -4.1235, -0.0646], [-1.5521, -5.4587, 0.5370], [-1.9529, -4.6093, -0.8220], [0.1457, -6.0698, -3.0612], [-0.7887, -4.8669, -2.7798], [3.5672, 0.4262, -1.9495], [2.3848, 0.8004, -2.2770], [2.5008, 1.6167, -3.2039], [1.3543, 0.4552, -1.6937], [3.7007, -0.3927, -1.3737], [4.3580, 0.7576, -2.4833], [1.6151, 1.8704, -3.6178], [3.3649, 1.8760, -3.6580], [-1.3519, 5.7950, 2.7981], [-1.7945, 5.8294, 1.6357], [-2.1345, 4.6497, 1.2429], [-1.9969, 6.8184, 0.9825], [-1.0762, 6.6230, 3.3065], [-1.2182, 4.8914, 3.2292], [-2.0168, 3.8544, 1.8543], [-2.4504, 4.4560, 0.3033], [-4.1908, 0.0170, -0.3061], [-4.6191, 1.0013, -0.9968], [-4.6386, 2.0373, -0.2753], [-4.8908, 0.8524, -2.1773], [-4.2803, -0.9058, -0.7069], [-3.6429, 0.2661, 0.5050], [-4.3104, 1.9826, 0.6783], [-5.0584, 2.8286, -0.7418], [2.5096, -4.0814, -1.7989], [2.6633, -2.9774, -1.1365], [1.5183, -2.3868, -0.9107], [3.6932, -2.4551, -0.8284], [3.3423, -4.5737, -2.0893], [1.6258, -4.5702, -1.8010], [0.8596, -2.5803, -1.6516], [1.6509, -1.4570, -0.5393], [-2.1836, -0.7649, 5.1609], [-3.4244, -1.0261, 4.8866], [-3.6097, -1.0790, 3.5707], [-4.3139, -1.0545, 5.6771], [-1.8641, -0.0832, 4.4875], [-1.9906, -0.6586, 6.1466], [-4.5161, -1.1397, 3.1293], [-2.8301, -0.7351, 3.0284], [0.4889, 2.8375, 5.7120], [-0.4727, 2.9595, 4.9074], [-1.5878, 2.9310, 5.5322], [-0.3559, 2.9992, 3.7078], [1.3599, 2.9815, 5.2214], [0.4882, 3.3124, 6.6034], [-2.5216, 2.9905, 5.1520], [-1.5666, 3.0447, 6.5355], [-0.4489, -0.3565, 0.0115], [-0.8729, 0.3099, 1.0717], [0.0130, 1.2127, 1.3586], [-1.7493, -0.0468, 1.8777], [-0.6428, -1.3442, -0.0716], [0.1268, 0.1503, -0.6455], [-0.1167, 1.9085, 2.0792], [0.5417, 1.4941, 0.5454], [-0.0162, -1.3682, -3.4591], [-1.1780, -1.9459, -3.1592], [-1.9576, -2.1835, -4.1254], [-1.5924, -2.1697, -2.0838], [0.3918, -0.8855, -2.6713], [0.2759, -1.0888, -4.3846], [-2.7128, -2.8110, -3.8887], [-1.6889, -1.8697, -5.0471], [-3.6142, 2.1723, 2.1475], [-3.9799, 2.8461, 2.7207], [-2.8263, 1.8729, 2.6012]],
  "forces_ev_per_a": [[-1.399, -0.020, 1.021], [2.231, 2.257, 0.682], [-1.986, 0.307, 0.095], [0.772, -0.207, -0.262], [0.921, -1.083, -1.953], [-0.545, -0.660, 1.220], [-0.368, -0.487, 0.008], [-0.339, -0.603, -0.685], [0.723, -0.089, 0.282], [-1.386, -0.411, 0.071], [0.731, 0.974, -0.938], [-0.197, -0.529, -0.049], [0.291, 0.624, -0.193], [-0.307, 0.352, 0.475], [0.418, -0.109, 0.449], [0.187, -0.553, -0.336], [-0.058, 0.170, 0.199], [0.824, 1.833, -0.627], [0.547, 0.371, 1.759], [0.502, -1.089, -1.597], [0.901, 0.560, 0.939], [-3.102, 1.606, -1.120], [0.521, -2.172, 0.399], [-1.415, -0.930, 0.054], [-0.138, 0.116, -0.007], [0.164, -0.497, -1.016], [-0.180, -0.401, 0.632], [-0.057, -0.262, 0.187], [0.678, -0.995, 0.106], [0.514, 0.806, 0.438], [0.133, -0.260, -0.725], [-0.445, 0.666, 0.616], [0.392, 0.042, -0.596], [0.090, 0.568, 0.442], [0.290, 0.386, -0.284], [0.455, -1.460, -1.232], [-0.700, -0.730, 3.097], [-0.492, 2.425, -0.776], [-2.052, -1.375, 1.052], [0.789, -0.894, -1.756], [0.670, 0.665, 0.410], [0.311, 0.325, 0.179], [-0.779, 1.156, -0.340], [-0.025, 0.710, -0.624], [-0.313, 0.278, 0.782], [-0.026, -0.922, 0.140], [0.950, -0.591, -0.131], [0.407, -0.078, 0.489], [-0.013, -0.353, -0.883], [0.827, 0.028, -0.635], [-0.547, 0.275, 0.679], [4.396, -2.913, 2.673], [0.024, -2.211, 3.485], [-2.649, 5.434, -6.446], [-0.689, 0.039, -0.308], [0.195, -0.225, 0.251], [-0.138, -0.438, 0.373], [0.288, 0.845, -0.637], [-0.534, -0.139, 0.102], [3.408, 0.511, 8.302], [-2.119, 1.633, -4.182], [-1.531, -5.002, -2.064], [-0.026, 2.516, -1.509], [-0.115, -0.194, -0.363], [0.375, 0.380, 0.206], [0.030, 0.122, -0.490], [0.338, 0.204, 0.019], [1.738, -4.917, 2.720], [-0.357, -2.277, -3.897], [-1.109, 6.181, 0.911], [-1.080, 0.885, -1.556], [0.721, 0.196, 0.321], [0.039, -1.251, 0.148], [-0.432, 0.758, -0.133], [0.260, 0.343, 0.706], [1.353, -3.360, -1.578], [-0.341, 0.290, -0.278], [-2.647, 1.288, 1.006], [3.800, 1.290, 1.073], [-0.217, 0.012, 0.175], [-0.314, -0.059, -0.512], [-0.552, 0.513, 0.488], [-0.642, 0.014, -0.281], [4.344, 0.777, 1.339], [-3.087, 0.327, -1.677], [-0.296, -0.328, -2.194], [-2.305, -0.977, 2.666], [1.138, -0.064, 0.503], [0.128, 0.415, -0.295], [0.186, 0.132, 0.507], [-0.388, -0.538, -0.689], [7.197, 0.212, 3.317], [-2.149, -0.048, -2.849], [-5.763, 0.464, 2.848], [0.017, 0.118, -2.900], [0.344, -0.182, 0.270], [-0.169, -0.328, 0.014], [0.502, 0.062, -0.409], [-0.224, -0.310, -0.194], [-1.428, -1.484, -1.288], [-0.140, -2.665, 1.586], [1.888, 4.185, 0.609], [-0.483, 0.394, -0.417], [-0.473, 0.393, -0.531], [-0.018, -0.762, 0.013], [-0.237, 0.029, 0.009], [0.492, 0.326, 0.510], [2.177, 0.816, 0.382], [1.522, 1.712, -0.449], [-2.861, -1.364, -5.501], [-0.245, -1.291, 6.032], [0.390, 0.343, -0.314], [-0.266, -0.185, 0.270], [-0.168, 0.426, -0.721], [-0.728, -0.592, -0.084], [0.106, 0.188, 0.806], [-0.366, 0.290, 0.016], [0.517, -0.702, -0.041]],
  "lowdin_charge": [-0.099, -0.228, -0.140, -0.387, -0.042, 0.028, 0.085, 0.067, 0.097, 0.098, 0.119, 0.111, 0.069, 0.080, 0.079, 0.055, 0.074, -0.125, -0.172, -0.197, -0.478, -0.113, 0.057, 0.083, 0.081, 0.077, 0.124, 0.123, 0.146, 0.087, 0.064, 0.089, 0.048, 0.077, -0.073, -0.188, -0.212, -0.344, -0.058, 0.001, 0.081, 0.084, 0.079, 0.129, 0.114, 0.130, 0.063, 0.070, 0.064, 0.075, 0.073, 0.211, -0.747, 0.220, -0.037, 0.087, 0.127, 0.092, 0.145, 0.183, -0.861, 0.180, 0.039, 0.132, 0.073, 0.065, 0.073, 0.186, -0.854, 0.169, 0.011, 0.127, 0.076, 0.045, 0.130, 0.190, -0.785, 0.181, 0.031, 0.122, 0.046, 0.071, 0.082, 0.159, -0.812, 0.163, 0.044, 0.086, 0.114, 0.116, 0.024, 0.192, -0.823, 0.199, 0.031, 0.136, 0.130, 0.128, 0.125, 0.178, -0.669, 0.203, -0.026, 0.095, 0.032, 0.067, 0.107, 0.190, -0.838, 0.188, 0.061, 0.054, 0.105, 0.134, 0.118, -0.039, 0.071, 0.025]
}

***

| no. | LUMO (eV) |
| --- | --- |
| 1 | -0.99 |
| 2 | -0.07 |